Entry 1:
C30H64N4NiO7 | ωB97M-V/def2-TZVPD

Cartesian coordinates (Å):
1 Ni -0.409 0.116 -0.133
2 C -1.785 2.753 2.949
3 C -0.638 2.011 3.665
4 C -0.756 2.305 5.176
5 C 0.025 1.346 6.047
6 C -0.469 -0.043 5.633
7 C -0.220 -0.445 4.145
8 N -0.815 0.592 3.345
9 O -0.635 0.346 1.991
10 C -1.029 -1.768 4.096
11 C 1.319 -0.711 4.098
12 C 0.721 2.574 3.195
13 H -1.516 2.956 1.912
14 H -1.899 3.782 3.314
15 H -2.691 2.167 3.070
16 H -1.833 2.208 5.369
17 H -0.527 3.347 5.418
18 H -0.147 1.584 7.096
19 H 1.086 1.465 5.805
20 H -1.530 -0.085 5.893
21 H 0.053 -0.712 6.327
22 H -0.765 -2.576 4.770
23 H -0.962 -2.154 3.070
24 H -2.046 -1.382 4.181
25 H 1.936 0.173 4.223
26 H 1.491 -1.075 3.074
27 H 1.601 -1.563 4.715
28 H 0.853 2.335 2.136
29 H 1.533 2.101 3.745
30 H 0.783 3.663 3.250
31 C 0.837 -2.139 -3.824
32 C 1.498 -0.774 -3.498
33 C 2.283 -0.398 -4.752
34 C 1.447 -0.016 -5.954
35 C 0.504 1.102 -5.558
36 C -0.392 0.712 -4.343
37 N 0.486 0.275 -3.273
38 O -0.270 -0.008 -2.137
39 C -1.483 -0.241 -4.895
40 C -1.130 1.990 -3.929
41 C 2.590 -0.971 -2.403
42 H 1.432 -2.951 -3.392
43 H 0.783 -2.357 -4.890
44 H -0.149 -2.324 -3.391
45 H 3.160 -0.993 -5.024
46 H 2.785 0.545 -4.470
47 H 1.005 -0.869 -6.472
48 H 2.056 0.485 -6.718
49 H -0.191 1.303 -6.378
50 H 1.062 2.010 -5.325
51 H -2.097 0.272 -5.635
52 H -2.163 -0.526 -4.089
53 H -1.049 -1.133 -5.346
54 H -1.693 1.776 -3.011
55 H -1.838 2.317 -4.684
56 H -0.426 2.722 -3.523
57 H 2.876 -2.015 -2.400
58 H 2.186 -0.585 -1.465
59 H 3.445 -0.317 -2.586
60 C -3.138 -3.987 1.949
61 O -2.740 -2.764 1.326
62 C -3.773 -2.117 0.623
63 C -3.150 -1.437 -0.593
64 O -2.494 -0.187 -0.306
65 C -3.248 0.878 0.179
66 C -2.681 2.217 -0.307
67 O -1.272 2.064 -0.451
68 C -0.725 3.328 -0.836
69 H -3.812 -3.741 2.776
70 H -2.253 -4.370 2.458
71 H -3.485 -4.651 1.158
72 H -4.232 -1.392 1.301
73 H -4.473 -2.853 0.207
74 H -3.859 -1.135 -1.373
75 H -2.395 -2.020 -1.115
76 H -3.371 0.882 1.270
77 H -4.311 0.749 -0.081
78 H -3.168 2.962 0.327
79 H -3.097 2.370 -1.309
80 H -0.868 3.975 0.036
81 H -1.200 3.819 -1.688
82 H 0.324 3.157 -1.052
83 C 2.563 1.371 0.447
84 O 1.615 0.691 0.039
85 N 3.162 2.282 -0.306
86 C 4.178 3.174 0.247
87 C 2.897 2.549 -1.713
88 H 2.872 1.292 1.498
89 H 5.146 2.881 -0.168
90 H 4.360 3.125 1.323
91 H 3.951 4.222 0.062
92 H 2.539 3.571 -1.832
93 H 3.769 2.393 -2.348
94 H 2.132 1.872 -2.104
95 C 1.084 -2.525 0.703
96 O 0.143 -1.815 0.412
97 N 1.221 -3.801 0.294
98 C 2.307 -4.608 0.804
99 C 0.505 -4.374 -0.823
100 H 1.974 -2.220 1.277
101 H 1.899 -5.437 1.391
102 H 3.027 -4.056 1.407
103 H 2.919 -5.086 0.032
104 H 1.068 -4.160 -1.734
105 H 0.255 -5.419 -0.656
106 H -0.453 -3.870 -0.967

Values from the calculation:
HOMO (alpha / beta) = -0.196 / -0.195 Ha
Multiplicity = 3
Energy above the lowest of the compared OMol25 structures with the same formula, charge and spin = 0.306 eV
LUMO energy (alpha / beta) = 0.0201 / 0.0201 Ha

***

Entry 2:
C30H65FO20SSi2 | ωB97M-V/def2-TZVPD

Cartesian coordinates (Å):
1 C 1.312 -4.271 -0.537
2 C 1.204 -3.055 0.349
3 O 1.826 -1.892 -0.184
4 C 1.481 -1.592 -1.532
5 Si 1.485 0.261 -1.811
6 F 2.241 0.951 -0.597
7 O -0.032 0.854 -1.861
8 Si -1.041 0.868 -0.542
9 C -2.817 0.920 -1.096
10 C -3.520 -0.426 -0.934
11 C -3.037 -1.462 -1.939
12 S -3.607 -1.018 -3.608
13 H 2.349 -4.485 -0.794
14 H 0.900 -5.135 -0.017
15 H 0.745 -4.159 -1.460
16 H 1.691 -3.227 1.308
17 H 0.146 -2.835 0.554
18 H 0.470 -1.958 -1.760
19 H 2.157 -2.099 -2.230
20 H 2.160 0.647 -3.060
21 H -0.695 2.001 0.336
22 H -0.799 -0.402 0.187
23 H -3.318 1.697 -0.514
24 H -2.881 1.232 -2.140
25 H -3.353 -0.820 0.073
26 H -4.601 -0.307 -1.043
27 H -3.432 -2.446 -1.701
28 H -1.949 -1.531 -1.939
29 H -2.469 -1.167 -4.281
30 C -2.683 1.304 5.587
31 C -1.262 1.723 5.889
32 O -0.310 0.723 5.467
33 C -0.024 0.725 4.165
34 O -0.475 1.485 3.343
35 O 0.858 -0.239 3.929
36 C 1.266 -0.379 2.557
37 H -2.897 0.333 6.035
38 H -3.376 2.036 6.004
39 H -2.847 1.245 4.512
40 H -1.088 1.811 6.959
41 H -1.013 2.668 5.407
42 H 1.630 0.564 2.155
43 H 0.437 -0.732 1.957
44 H 2.062 -1.117 2.569
45 C -0.744 3.170 -4.081
46 C -2.196 2.978 -4.447
47 O -2.458 3.346 -5.818
48 C -2.141 2.425 -6.721
49 O -1.709 1.321 -6.499
50 O -2.412 2.914 -7.932
51 C -2.128 2.019 -9.012
52 H -0.426 4.195 -4.273
53 H -0.609 2.951 -3.022
54 H -0.111 2.488 -4.648
55 H -2.848 3.630 -3.868
56 H -2.509 1.944 -4.300
57 H -2.626 1.064 -8.860
58 H -1.055 1.853 -9.096
59 H -2.507 2.516 -9.900
60 C 2.851 -8.451 -4.951
61 C 3.456 -7.193 -4.372
62 O 3.137 -6.034 -5.168
63 C 1.925 -5.522 -4.968
64 O 1.113 -5.922 -4.172
65 O 1.776 -4.492 -5.796
66 C 0.516 -3.818 -5.750
67 H 3.161 -8.580 -5.988
68 H 3.192 -9.316 -4.380
69 H 1.764 -8.414 -4.903
70 H 4.543 -7.227 -4.387
71 H 3.118 -7.021 -3.351
72 H 0.266 -3.514 -4.735
73 H -0.270 -4.466 -6.134
74 H 0.639 -2.951 -6.392
75 C -7.618 6.762 -0.669
76 C -7.561 5.265 -0.868
77 O -6.211 4.766 -0.763
78 C -5.760 4.599 0.478
79 O -6.381 4.783 1.494
80 O -4.505 4.156 0.409
81 C -3.883 3.917 1.676
82 H -6.949 7.265 -1.367
83 H -8.633 7.116 -0.850
84 H -7.337 7.027 0.349
85 H -7.864 4.982 -1.874
86 H -8.185 4.742 -0.145
87 H -4.497 3.259 2.288
88 H -3.717 4.850 2.211
89 H -2.932 3.445 1.443
90 C 2.918 2.674 6.163
91 C 2.544 3.133 4.771
92 O 2.345 4.559 4.712
93 C 3.456 5.285 4.629
94 O 4.582 4.862 4.563
95 O 3.113 6.573 4.600
96 C 4.217 7.479 4.500
97 H 2.174 3.010 6.886
98 H 2.953 1.584 6.187
99 H 3.895 3.061 6.450
100 H 1.584 2.722 4.470
101 H 3.300 2.846 4.041
102 H 4.845 7.224 3.649
103 H 4.817 7.449 5.407
104 H 3.769 8.459 4.371
105 C 5.285 -6.845 3.163
106 C 4.750 -5.766 2.251
107 O 3.638 -5.067 2.848
108 C 3.968 -4.129 3.736
109 O 5.086 -3.798 4.039
110 O 2.845 -3.587 4.202
111 C 3.033 -2.517 5.140
112 H 4.488 -7.531 3.450
113 H 6.057 -7.413 2.643
114 H 5.723 -6.410 4.059
115 H 4.333 -6.183 1.337
116 H 5.522 -5.042 1.994
117 H 3.693 -1.761 4.720
118 H 3.456 -2.885 6.073
119 H 2.041 -2.105 5.299

Values from the calculation:
HOMO = -0.335 Ha
LUMO energy = 0.0176 Ha

***

Entry 3:
C30H66O20P2S6 | ωB97M-V/def2-TZVPD

Cartesian coordinates (Å):
1 C 2.946 -3.455 6.690
2 O 3.592 -4.135 5.579
3 P 4.345 -3.400 4.375
4 O 5.173 -2.261 4.787
5 O 5.044 -4.581 3.614
6 C 6.233 -5.195 4.099
7 O 3.155 -3.059 3.322
8 C 3.587 -2.781 2.005
9 H 3.619 -3.567 7.536
10 H 1.981 -3.939 6.775
11 H 2.904 -2.390 6.462
12 H 6.837 -5.630 3.307
13 H 5.951 -5.884 4.895
14 H 6.890 -4.422 4.519
15 H 4.491 -2.161 1.948
16 H 2.837 -2.179 1.490
17 H 3.860 -3.621 1.359
18 C 0.430 -3.188 -4.984
19 O 0.887 -4.353 -4.275
20 P 2.473 -4.330 -3.900
21 O 3.155 -3.041 -3.956
22 O 3.176 -5.455 -4.840
23 C 2.581 -6.761 -4.939
24 O 2.390 -4.940 -2.430
25 C 3.439 -5.759 -1.931
26 H 1.220 -2.721 -5.573
27 H -0.039 -2.501 -4.284
28 H -0.274 -3.519 -5.751
29 H 1.501 -6.764 -4.792
30 H 3.121 -7.360 -4.206
31 H 2.746 -7.150 -5.942
32 H 4.321 -5.785 -2.576
33 H 3.164 -6.817 -1.861
34 H 3.673 -5.398 -0.932
35 O -4.089 2.643 -3.160
36 S -4.727 2.854 -1.866
37 O -4.085 2.439 -0.643
38 C -4.976 4.628 -1.773
39 C -6.366 4.756 -1.173
40 C -7.247 3.683 -1.836
41 C -6.499 2.349 -1.825
42 H -5.021 5.057 -2.773
43 H -4.114 5.031 -1.248
44 H -6.377 4.530 -0.102
45 H -6.772 5.760 -1.277
46 H -7.389 3.851 -2.916
47 H -8.284 3.751 -1.510
48 H -6.700 1.500 -2.472
49 H -6.560 1.911 -0.821
50 O -1.544 -0.921 3.720
51 S -1.946 -2.244 4.164
52 O -3.040 -2.351 5.108
53 C -2.196 -3.232 2.649
54 C -0.879 -3.952 2.324
55 C 0.141 -3.531 3.356
56 C -0.516 -3.260 4.699
57 H -2.703 -2.582 1.940
58 H -2.987 -3.919 2.965
59 H -1.109 -5.005 2.170
60 H -0.523 -3.618 1.347
61 H 0.696 -2.594 3.250
62 H 0.938 -4.268 3.472
63 H 0.010 -2.750 5.500
64 H -0.910 -4.225 5.035
65 O -7.759 0.383 3.179
66 S -6.804 1.254 2.501
67 O -7.222 2.338 1.629
68 C -5.662 1.971 3.753
69 C -4.283 1.338 3.447
70 C -4.538 -0.018 2.801
71 C -5.613 0.144 1.725
72 H -6.069 1.566 4.678
73 H -5.790 3.046 3.684
74 H -3.669 2.047 2.893
75 H -3.822 1.162 4.418
76 H -4.991 -0.686 3.541
77 H -3.580 -0.420 2.483
78 H -6.091 -0.665 1.189
79 H -5.147 0.869 1.041
80 O 0.134 -1.247 0.900
81 S -0.943 -0.722 0.086
82 O -2.222 -1.395 -0.049
83 C -1.250 1.044 0.576
84 C -0.115 1.793 -0.129
85 C -0.070 1.229 -1.577
86 C -0.138 -0.309 -1.525
87 H -1.400 1.114 1.652
88 H -2.252 1.198 0.171
89 H -0.211 2.877 -0.144
90 H 0.837 1.496 0.313
91 H 0.901 1.562 -1.954
92 H -0.815 1.714 -2.205
93 H 0.767 -0.900 -1.626
94 H -0.806 -0.608 -2.335
95 O 5.426 -0.277 -0.687
96 S 4.238 0.555 -0.787
97 O 3.034 0.410 0.001
98 C 4.795 2.270 -0.697
99 C 5.261 2.549 -2.115
100 C 4.210 1.928 -3.105
101 C 3.819 0.560 -2.541
102 H 5.428 2.316 0.186
103 H 3.954 2.952 -0.544
104 H 5.414 3.609 -2.325
105 H 6.279 2.164 -2.224
106 H 4.702 1.869 -4.076
107 H 3.400 2.631 -3.305
108 H 4.383 -0.284 -2.934
109 H 2.768 0.275 -2.528
110 O 2.533 5.304 -4.225
111 S 2.478 6.133 -3.011
112 O 3.688 6.496 -2.289
113 C 1.381 7.569 -3.301
114 C -0.011 7.125 -2.731
115 C 0.013 5.632 -2.314
116 C 1.408 5.376 -1.824
117 H 1.329 7.767 -4.366
118 H 1.797 8.413 -2.759
119 H -0.220 7.702 -1.825
120 H -0.856 7.401 -3.358
121 H -0.274 5.022 -3.179
122 H -0.717 5.227 -1.608
123 H 1.711 4.357 -1.591
124 H 1.622 5.991 -0.945

Values from the calculation:
HOMO = -0.362 Ha
Energy above the lowest of the compared OMol25 structures with the same formula, charge and spin = 0.000 eV
LUMO energy = 0.0080 Ha
Structure (SMILES) = COP(=O)(OC)OC.COP(=O)(OC)OC.O=S1(=O)CCCC1.O=S1(=O)CCCC1.O=S1(=O)CCCC1.O=S1(=O)CCCC1.O=S1(=O)CCCC1.O=S1(=O)CCCC1

***

Entry 4:
C30H67B2BrF9N2O21S7 | ωB97M-V/def2-TZVPD

Cartesian coordinates (Å):
1 C 0.062 -3.238 4.669
2 C 0.132 -3.637 3.162
3 B 0.473 -2.410 2.264
4 O 1.783 -2.170 1.963
5 C -0.545 -1.376 1.606
6 C -0.404 -0.801 0.389
7 B 0.775 -1.033 -0.650
8 O 1.971 -0.420 -0.399
9 O 0.544 -1.824 -1.723
10 C 1.039 -1.437 -3.010
11 N -1.494 0.017 0.178
12 C -1.715 0.812 -1.034
13 C -0.540 1.704 -1.404
14 C -0.180 2.809 -0.422
15 F 0.950 3.390 -0.879
16 F 0.092 2.278 0.797
17 C -1.309 3.870 -0.253
18 F -1.895 4.085 -1.433
19 F -2.234 3.302 0.550
20 S -0.832 5.562 0.496
21 F 0.045 5.833 -0.793
22 F 0.396 4.903 1.240
23 F -1.722 5.324 1.777
24 F -2.077 6.230 -0.213
25 F -0.409 6.960 1.057
26 C -2.315 -0.042 1.226
27 C -3.621 0.631 1.423
28 C -4.778 -0.346 1.133
29 N -1.752 -0.875 2.093
30 Br -2.499 -1.287 3.720
31 H -0.944 -3.397 5.051
32 H 0.733 -3.860 5.253
33 H 0.295 -2.187 4.847
34 H -0.765 -4.170 2.851
35 H 0.980 -4.316 3.063
36 H 1.989 -1.232 1.871
37 H 2.698 -0.910 -0.814
38 H 1.964 -0.865 -2.957
39 H 0.286 -0.875 -3.564
40 H 1.257 -2.344 -3.568
41 H -2.639 1.365 -0.914
42 H -1.881 0.115 -1.856
43 H 0.383 1.156 -1.580
44 H -0.799 2.186 -2.347
45 H -3.682 1.016 2.440
46 H -3.726 1.464 0.737
47 H -4.708 -1.258 1.718
48 H -4.752 -0.617 0.076
49 H -5.729 0.154 1.295
50 O -0.453 11.812 3.876
51 S -0.863 12.408 2.641
52 O -2.124 12.048 2.070
53 O 0.286 12.188 1.567
54 C 0.740 10.832 1.350
55 C -0.248 9.994 0.565
56 C -0.748 14.158 2.741
57 H 0.973 10.379 2.314
58 H 1.673 10.939 0.801
59 H -1.169 9.835 1.124
60 H 0.194 9.029 0.339
61 H -0.510 10.490 -0.370
62 H 0.221 14.425 3.152
63 H -1.549 14.485 3.401
64 H -0.885 14.573 1.747
65 O -2.876 -1.877 6.794
66 S -3.898 -1.613 7.771
67 O -5.036 -0.838 7.384
68 O -3.221 -0.976 9.049
69 C -2.398 0.204 8.876
70 C -3.206 1.458 8.617
71 C -4.416 -3.121 8.494
72 H -1.674 0.016 8.082
73 H -1.848 0.288 9.810
74 H -3.725 1.411 7.662
75 H -2.541 2.321 8.606
76 H -3.956 1.598 9.395
77 H -3.538 -3.688 8.788
78 H -4.975 -3.662 7.732
79 H -5.051 -2.903 9.349
80 O -4.781 -5.876 6.533
81 S -4.030 -7.020 6.105
82 O -2.937 -6.833 5.202
83 O -5.032 -8.097 5.526
84 C -5.946 -7.689 4.478
85 C -5.269 -7.520 3.135
86 C -3.485 -7.944 7.497
87 H -6.459 -6.778 4.791
88 H -6.684 -8.486 4.438
89 H -4.562 -6.692 3.145
90 H -6.022 -7.320 2.373
91 H -4.721 -8.421 2.865
92 H -4.324 -8.098 8.169
93 H -2.708 -7.356 7.979
94 H -3.080 -8.890 7.147
95 O 2.361 -3.019 -6.401
96 S 3.588 -3.749 -6.530
97 O 4.287 -4.100 -5.329
98 O 4.551 -2.979 -7.510
99 C 4.858 -1.588 -7.223
100 C 5.813 -1.427 -6.057
101 C 3.334 -5.164 -7.540
102 H 3.931 -1.042 -7.068
103 H 5.303 -1.215 -8.142
104 H 5.362 -1.747 -5.118
105 H 6.092 -0.378 -5.961
106 H 6.715 -2.021 -6.213
107 H 2.805 -4.860 -8.438
108 H 2.735 -5.862 -6.958
109 H 4.299 -5.601 -7.778
110 O 3.021 0.835 -11.334
111 S 2.683 1.135 -9.978
112 O 2.935 0.159 -8.960
113 O 1.165 1.583 -9.912
114 C 0.177 0.690 -10.485
115 C -0.082 -0.533 -9.630
116 C 3.395 2.669 -9.502
117 H 0.489 0.419 -11.494
118 H -0.721 1.299 -10.568
119 H 0.792 -1.179 -9.577
120 H -0.906 -1.105 -10.058
121 H -0.342 -0.243 -8.612
122 H 3.181 3.410 -10.267
123 H 4.467 2.504 -9.420
124 H 2.983 2.963 -8.541
125 O 4.417 -2.082 -2.552
126 S 4.926 -3.198 -1.802
127 O 3.995 -4.080 -1.167
128 O 5.947 -2.640 -0.719
129 C 5.501 -1.590 0.165
130 C 4.550 -2.078 1.239
131 C 6.077 -4.122 -2.744
132 H 5.062 -0.787 -0.431
133 H 6.415 -1.204 0.611
134 H 3.607 -2.424 0.821
135 H 4.339 -1.266 1.936
136 H 4.989 -2.910 1.789
137 H 6.789 -3.439 -3.200
138 H 5.505 -4.642 -3.507
139 H 6.571 -4.826 -2.080

Values from the calculation:
HOMO = -0.437 Ha
Net charge = +1
LUMO energy = -0.0822 Ha